17
Properties=species:S:1:pos:R:3 method="wB97M-V/def2-TZVPD" e_above_lowest_kj_mol=401.1 smiles="O=[N+]([O-])[C@@H]1CC=CC(O)=C1Cl" largest_force_ev_per_a=5.805 homo_energy_ev=-8.791
C 0.99855 -1.04416 -0.79599
C 1.72353 -0.09657 -0.23629
C -0.33822 -1.44073 -0.35902
C -1.14991 -0.70940 0.46512
C 1.16029 0.72029 0.86986
C -0.36498 0.91743 0.85242
N -0.75669 1.69293 -0.24789
O -1.92408 2.08096 -0.31803
O 0.02803 1.98537 -1.17554
O -0.75480 -2.62649 -0.94229
Cl -2.76710 -0.90558 0.82107
H 1.29353 -1.79804 -1.62731
H 2.58619 0.20679 -0.88941
H 1.39252 0.49950 1.95254
H 1.51278 1.78844 0.74127
H -0.88341 1.38695 1.68392
H -1.75623 -2.65769 -0.79442


36
Properties=species:S:1:pos:R:3 method="wB97M-V/def2-TZVPD" e_above_lowest_kj_mol=224.6 smiles=O.O.O.O.O.O.O.O.O.O.O.O largest_force_ev_per_a=1.597 homo_energy_ev=-10.867
O -2.60280 -1.88130 -3.04903
H -1.74108 -1.47562 -3.09906
H -3.36505 -1.31412 -2.95403
O 0.91843 1.85163 1.23202
H 1.37660 1.00546 1.26877
H 1.55917 2.58245 1.08099
O 0.35800 -2.16790 3.66500
H -0.00976 -2.81230 4.26616
H -0.20170 -1.38561 3.80331
O 2.15262 4.19294 0.66571
H 2.05648 3.71584 -0.16248
H 1.39236 4.70729 0.94379
O -0.40259 1.78332 -3.79552
H -1.02446 2.50641 -3.63894
H -0.64936 1.69221 -4.72856
O -0.90266 0.38555 2.60272
H -0.02218 0.81959 2.61631
H -0.78270 0.02194 1.71342
O 0.50511 -2.73004 -2.55626
H 0.41571 -1.81008 -2.80738
H -0.37251 -3.12117 -2.56010
O -1.60401 -3.87638 -1.00129
H -1.69156 -2.92149 -0.94950
H -1.87577 -4.24458 -0.17508
O 0.01554 -0.22068 -1.40685
H 0.50095 -0.82426 -0.83103
H -0.67140 0.09750 -0.83608
O 1.54560 -1.52118 1.43047
H 1.50968 -1.91561 2.32862
H 2.13896 -2.08814 0.93032
O 1.58996 3.26275 -2.76046
H 1.19746 2.49409 -2.33931
H 1.72166 3.06515 -3.68291
O -1.48012 0.74848 5.13495
H -1.80726 0.70348 4.21329
H -1.01372 1.59060 5.08829


12
Properties=species:S:1:pos:R:3 method="wB97M-V/def2-TZVPD" e_above_lowest_kj_mol=211.3 largest_force_ev_per_a=4.316 s_squared=2.007 spin_multiplicity=3 homo_energy_ev="-5.664 / -10.573"
C -0.31420 0.26781 1.33130
C 2.27674 1.51216 -0.48597
C 0.79492 1.21271 -0.48829
C -1.11719 1.39009 1.75690
O -0.13749 -0.87416 1.43703
O 1.63389 0.54710 -1.29354
Br -0.43226 2.44437 -1.36925
H 2.65298 2.33343 -0.98807
H 2.96014 1.03631 0.32490
H -1.24348 2.01594 0.92672
H -0.61784 1.99656 2.69961
H -2.13615 1.08778 2.12955